P.
{"formula": "C3H4O3", "method": "wB97M-V/def2-TZVPD", "total_charge": 0, "lumo_ev": 0.45, "spin_multiplicity": 1, "homo_energy_ev": -9.263, "elements": ["O", "O", "O", "C", "C", "C", "H", "H", "H", "H"], "positions_angstrom": [[0.50950, -0.76224, 1.34188], [-2.76416, -0.29223, 0.22169], [0.02056, -1.38819, -0.92155], [-0.64429, 0.94594, -0.13609], [-0.20828, -0.56037, 0.21351], [-1.59406, -0.08057, 0.19718], [-0.38428, 1.69901, 0.67564], [0.19174, -0.71461, -1.66391], [-0.55537, 1.22469, -1.24819], [0.22886, -1.62609, 1.81994]]}



Q.
{"formula": "C3H4O3", "method": "wB97M-V/def2-TZVPD", "total_charge": 0, "lumo_ev": 0.71, "spin_multiplicity": 1, "homo_energy_ev": -10.035, "elements": ["O", "O", "O", "C", "C", "C", "H", "H", "H", "H"], "positions_angstrom": [[1.23191, 0.75589, 0.46510], [1.86744, -1.44061, 0.22042], [-1.00578, -1.02209, 0.48900], [1.09654, -0.53536, 0.10424], [-0.10390, 1.15929, 0.07690], [-0.39933, -0.19291, -0.48428], [-0.92167, -1.93186, 0.16539], [-0.66104, 1.44224, 0.96965], [-0.06562, 1.98453, -0.63139], [-1.03856, -0.21913, -1.37503]]}



R.
{"formula": "C3H4O3", "method": "wB97M-V/def2-TZVPD", "total_charge": 0, "lumo_ev": 0.76, "spin_multiplicity": 1, "homo_energy_ev": -10.399, "elements": ["O", "O", "O", "C", "C", "C", "H", "H", "H", "H"], "positions_angstrom": [[-2.24666, -0.29786, -0.18423], [1.00506, 0.69865, -0.17833], [-0.19399, -1.28803, 0.01692], [-1.04646, -0.17791, -0.02426], [-0.32284, 0.99919, 0.04407], [1.07920, -0.80289, -0.10537], [1.60593, -1.12600, -0.92691], [-0.59652, 1.15714, 1.10237], [-0.72244, 1.91084, -0.58034], [1.43871, -1.07314, 0.83607]]}



Stability ranking, top and bottom: R is the most stable and P is the least stable.



P.
{"formula": "C3H4O3", "method": "wB97M-V/def2-TZVPD", "total_charge": 0, "lumo_ev": 0.89, "spin_multiplicity": 1, "homo_energy_ev": -10.325, "elements": ["O", "O", "O", "C", "C", "C", "H", "H", "H", "H"], "positions_angstrom": [[-1.39204, 0.36843, 1.23627], [-0.77073, -0.56004, -0.72521], [0.84757, 1.65557, -0.66281], [0.52484, -0.66286, -0.11116], [-1.66025, 0.05362, 0.11378], [1.28656, 0.64350, -0.18079], [-2.67833, 0.29114, -0.20317], [2.31174, 0.58712, 0.24394], [1.09810, -1.42104, -0.65229], [0.43254, -0.95544, 0.94144]]}



Q.
{"formula": "C3H4O3", "method": "wB97M-V/def2-TZVPD", "total_charge": 0, "lumo_ev": [-1.18, 0.20], "spin_multiplicity": 1, "homo_energy_ev": [-7.233, -8.793], "elements": ["O", "O", "O", "C", "C", "C", "H", "H", "H", "H"], "positions_angstrom": [[0.41956, -1.17277, -1.74566], [1.43878, 0.13894, 1.12867], [-1.16301, 0.49659, 0.79294], [0.54867, -0.51219, 0.58662], [0.44363, -0.25729, -0.82799], [-0.90900, 1.69098, 0.59269], [0.38166, -2.05317, -1.33350], [-1.75100, 2.30986, 0.99507], [0.05416, -1.41185, 1.00026], [0.53656, 0.77091, -1.18911]]}



R.
{"formula": "C3H4O3", "method": "wB97M-V/def2-TZVPD", "total_charge": 0, "lumo_ev": 0.42, "spin_multiplicity": 1, "homo_energy_ev": -9.038, "elements": ["O", "O", "O", "C", "C", "C", "H", "H", "H", "H"], "positions_angstrom": [[1.48793, 0.71470, -0.98389], [-0.22416, -1.42632, -0.73493], [-0.30309, 1.58742, 2.04327], [0.13918, 1.45382, 0.96702], [-0.89974, -1.90956, 0.11176], [0.60929, 1.55143, -0.22409], [0.95781, 0.06640, -1.46700], [-0.23760, -2.42024, 1.00200], [-1.95216, -2.01884, 0.00777], [0.42254, 2.40119, -0.72192]]}



S.
{"formula": "C3H4O3", "method": "wB97M-V/def2-TZVPD", "total_charge": 0, "lumo_ev": 0.01, "spin_multiplicity": 1, "homo_energy_ev": -10.075, "elements": ["O", "O", "O", "C", "C", "C", "H", "H", "H", "H"], "positions_angstrom": [[-0.10235, 1.46585, 0.32259], [-1.82815, -0.56494, -0.04217], [2.07534, -1.15865, 0.58097], [1.00612, -0.62591, 0.73206], [-0.97428, -0.24503, -0.83992], [0.35056, 0.27825, -0.31106], [-1.18984, -0.14280, -1.91680], [1.08174, 0.51534, -1.08975], [0.42868, -0.71942, 1.67454], [-0.90416, 1.16850, 0.79280]]}



Stability ranking, top and bottom: P is the most stable and Q is the least stable.



P.
{"formula": "C4H15NO2", "method": "wB97M-V/def2-TZVPD", "total_charge": 0, "lumo_ev": 0.62, "spin_multiplicity": 1, "homo_energy_ev": -8.420, "elements": ["O", "O", "N", "C", "C", "C", "C", "H", "H", "H", "H", "H", "H", "H", "H", "H", "H", "H", "H", "H", "H", "H"], "positions_angstrom": [[1.40589, -4.62404, -1.14285], [3.44429, -3.79010, -2.71885], [-0.73149, 2.17703, 0.18818], [-1.01832, -0.15091, -0.46978], [-1.73065, 1.22765, -0.30124], [-0.65267, 3.23045, 2.39001], [-0.34531, 1.95571, 1.64105], [0.02144, 0.01863, -0.74408], [1.06499, -4.33996, -2.00258], [3.69860, -3.13205, -2.06787], [-0.02436, 4.02338, 1.99097], [0.74658, 1.97045, 1.50771], [-0.85207, 1.04928, 1.96844], [-1.28950, -0.84896, 0.31747], [3.24234, -4.59256, -2.23259], [-1.61278, 3.68004, 2.05546], [-1.29882, -0.69207, -1.37800], [1.21119, -5.57320, -1.15968], [-2.24071, 1.46257, -1.28539], [0.09696, 2.19739, -0.38098], [-0.56735, 3.35350, 3.46229], [-2.56825, 1.39777, 0.36229]]}



Q.
{"formula": "C4H15NO2", "method": "wB97M-V/def2-TZVPD", "total_charge": 0, "lumo_ev": 0.59, "spin_multiplicity": 1, "homo_energy_ev": -8.910, "elements": ["O", "O", "N", "C", "C", "C", "C", "H", "H", "H", "H", "H", "H", "H", "H", "H", "H", "H", "H", "H", "H", "H"], "positions_angstrom": [[0.87866, -0.40206, 4.33675], [0.53397, -1.66321, 2.06869], [0.60871, 0.18277, -2.07606], [-1.40237, 0.24296, -0.49540], [-0.01192, -1.13614, -2.66280], [-0.38932, 2.28614, -1.39519], [-0.12245, 0.84684, -0.98948], [0.70535, -0.84705, 2.59934], [0.02615, -1.58028, -3.58989], [1.09105, -1.55055, 1.33593], [0.45647, 0.98738, -0.09489], [-1.04642, 2.11720, -2.21883], [0.47598, 0.83367, -2.80043], [0.57249, 2.55637, -1.90121], [-2.07319, 0.70068, 0.22551], [-0.85065, 3.10880, -0.82707], [-1.12639, -1.15190, -2.49707], [-2.01966, -0.07505, -1.36235], [0.00904, -1.84342, -1.90286], [-1.19140, -0.73201, -0.03029], [1.12781, -0.39291, 5.28611], [-0.16227, -0.32699, 4.32410]]}



Stability ranking, top and bottom: P is the most stable and Q is the least stable.



P.
{"formula": "C4H24BO20", "method": "wB97M-V/def2-TZVPD", "total_charge": -1, "lumo_ev": 1.36, "spin_multiplicity": 1, "homo_energy_ev": -8.585, "elements": ["O", "O", "O", "O", "O", "O", "O", "O", "O", "O", "O", "O", "O", "O", "O", "O", "O", "O", "O", "O", "C", "C", "C", "C", "B", "H", "H", "H", "H", "H", "H", "H", "H", "H", "H", "H", "H", "H", "H", "H", "H", "H", "H", "H", "H", "H", "H", "H", "H"], "positions_angstrom": [[-6.04048, 1.63436, 2.37903], [4.51695, -4.94943, 0.75627], [1.82801, 4.26459, 0.62997], [-2.87919, 2.11015, 1.60449], [0.57346, 1.49594, 1.16199], [4.36320, 1.19034, -2.46071], [-4.26702, 3.01500, 3.71597], [-0.44714, -4.36039, -1.23765], [4.41525, -2.82536, -2.17216], [-2.15457, -2.74504, 0.13237], [1.95278, 1.81944, -3.66795], [-3.61183, 2.46994, -1.53323], [1.78342, -2.55220, -0.17594], [-0.23709, 3.33234, 2.28060], [1.39396, -2.98948, 2.69808], [-2.31843, -0.18144, -2.01327], [0.40203, -0.93011, 0.78820], [1.76586, -0.57031, -2.38376], [-1.54342, 0.50400, 0.64501], [0.36709, 0.57096, -1.00860], [-1.76395, 1.63046, 1.27383], [1.20475, -1.42977, -0.16827], [-0.38434, 2.26278, 1.68059], [1.11595, -0.42823, -1.35442], [-0.08677, 0.41422, 0.41253], [1.85891, 1.06067, -3.09204], [4.56915, -3.69874, -2.53239], [-1.44928, -0.20950, -2.41329], [3.51315, -2.85282, -1.85327], [1.50986, -2.29156, 2.05334], [-3.73387, 2.95509, 2.92326], [3.91145, -4.31228, 0.37728], [2.18498, 3.67984, 1.29845], [1.48990, 2.52381, -3.21427], [-2.38661, -2.60133, 1.04983], [-0.66489, -3.92098, -0.41562], [-5.65086, 0.76007, 2.37257], [-3.70895, 3.46993, 4.34671], [-5.31032, 2.22105, 2.57622], [1.16173, 4.77579, 1.08929], [3.52448, 1.24714, -2.91846], [-2.25245, 0.49907, -1.34336], [4.40994, 1.99518, -1.94466], [-3.79378, 2.35456, -0.60058], [-3.02826, 3.22769, -1.57195], [-2.14530, -1.86886, -0.25292], [0.29084, -3.86166, -1.58820], [5.11792, -4.42442, 1.28488], [0.63378, -3.48050, 2.38620]]}



Q.
{"formula": "C4H24BO20", "method": "wB97M-V/def2-TZVPD", "total_charge": -1, "lumo_ev": 1.88, "spin_multiplicity": 1, "homo_energy_ev": -8.286, "elements": ["O", "O", "O", "O", "O", "O", "O", "O", "O", "O", "O", "O", "O", "O", "O", "O", "O", "O", "O", "O", "C", "C", "C", "C", "B", "H", "H", "H", "H", "H", "H", "H", "H", "H", "H", "H", "H", "H", "H", "H", "H", "H", "H", "H", "H", "H", "H", "H", "H"], "positions_angstrom": [[-1.39073, -1.04955, 5.17298], [3.23627, -0.46455, 4.31998], [1.15927, -0.29055, -0.27002], [-3.22073, -2.15155, 0.08298], [-2.18873, 2.22445, -5.80902], [-0.17573, -1.51055, -1.77502], [-0.64573, 1.33945, 3.89398], [-1.43673, -3.74055, 4.19898], [3.98427, -2.66155, 2.55498], [3.37427, 2.41345, 1.29798], [-1.12573, -3.46455, -5.89602], [-0.75373, -1.16555, 0.59098], [2.28327, -0.47155, 1.57098], [-1.50973, 1.30945, -2.99102], [-0.06173, -1.31255, 2.61898], [-0.88673, 0.61545, -1.09702], [-3.71673, 4.00645, -3.04702], [-1.07073, -1.27055, -3.82302], [0.45827, 3.26445, -2.65502], [2.55827, 1.40045, -2.33902], [0.03727, -1.09555, 1.46698], [-0.74873, -0.90555, -2.78502], [1.24427, -0.42855, 0.97098], [-1.25673, 0.33245, -2.25402], [-0.24273, -0.60055, -0.62402], [-0.55773, -1.18355, 5.56898], [-0.87073, 1.39045, 4.79898], [-1.43773, -2.82455, 4.36398], [-3.42273, -1.19955, 0.22298], [-1.23773, -0.56355, 4.32998], [-3.53873, 3.07745, -3.01302], [-2.32973, 2.06645, -4.79102], [3.98227, 1.89045, 0.85898], [-2.95973, 4.53745, -3.21802], [1.91527, 2.02745, -2.50302], [-0.29973, 2.60945, -2.73202], [2.21227, 0.92245, -1.56202], [-0.45573, -4.09755, -5.70302], [0.71727, 3.32745, -1.74502], [-2.28773, -2.31655, 0.35698], [-0.88273, -2.86555, -5.05202], [3.76527, -1.96755, 2.04798], [3.77727, 3.25445, 1.30898], [-0.97373, -3.92555, 3.31198], [3.03627, -0.02855, 3.66898], [2.55127, -0.40255, 4.89798], [0.26827, 1.61045, 3.93498], [4.16927, -2.32855, 3.52298], [-3.04373, 2.66745, -6.25102]]}



R.
{"formula": "C4H24BO20", "method": "wB97M-V/def2-TZVPD", "total_charge": -1, "lumo_ev": 1.87, "spin_multiplicity": 1, "homo_energy_ev": -7.364, "elements": ["O", "O", "O", "O", "O", "O", "O", "O", "O", "O", "O", "O", "O", "O", "O", "O", "O", "O", "O", "O", "C", "C", "C", "C", "B", "H", "H", "H", "H", "H", "H", "H", "H", "H", "H", "H", "H", "H", "H", "H", "H", "H", "H", "H", "H", "H", "H", "H", "H"], "positions_angstrom": [[0.07539, 4.52593, 0.23441], [1.02199, 5.06898, -2.20556], [0.38458, 2.49585, 2.97146], [0.80698, -4.92259, 4.28735], [-0.26734, 0.13764, -1.15530], [-0.03817, -0.94117, 1.02082], [-0.32832, -6.29933, -0.50194], [3.43210, 3.75888, -2.36718], [-1.73003, 0.77381, 0.51678], [2.95552, -2.33462, 0.55051], [-1.86689, -3.76993, 0.21230], [-3.22849, 5.33387, -0.52680], [1.21130, -5.50929, 1.52311], [-2.02068, 2.94654, -0.04489], [-1.80186, -1.53793, -0.38021], [-0.85833, 2.24581, -5.20654], [1.67628, -2.36674, -2.13608], [-2.69494, -0.73185, 3.18029], [0.46423, -2.95143, 1.81059], [0.05835, 2.22211, -2.09596], [-0.19544, -2.22273, 1.11479], [-1.52226, 1.86764, -0.25388], [-0.45978, 1.41543, -1.33055], [-1.44795, -2.63889, 0.26202], [-0.96933, -0.37958, 0.00802], [-2.83181, 4.47478, -0.33880], [-0.00659, 3.07034, 3.63324], [-3.54494, 5.26112, -1.42928], [1.04559, -4.55239, 1.51205], [4.36038, 3.64856, -2.14988], [0.07197, -6.18437, 0.37159], [-0.96394, -5.58361, -0.57008], [0.76176, 4.66208, -1.36481], [2.54843, -2.34171, -0.32111], [-0.14910, 5.12438, 0.94916], [0.42719, -4.10548, 4.61729], [0.87798, -4.78876, 3.33508], [2.07091, -5.60111, 1.94156], [-2.63292, 0.06120, 3.71692], [2.29329, -2.73220, 1.12393], [-0.35515, 1.99423, 2.61877], [-3.22738, -0.47047, 2.42464], [1.92282, 4.76258, -2.35186], [0.78080, -2.24940, -2.46293], [2.09698, -1.51443, -2.27683], [-0.11483, 2.40089, -5.79263], [-0.49783, 1.71085, -4.49483], [3.07668, 2.86611, -2.37976], [-0.66721, 3.90042, 0.20101]]}



Stability ranking, top and bottom: R is the most stable and Q is the least stable.



P.
{"formula": "H12O6", "method": "wB97M-V/def2-TZVPD", "total_charge": 0, "lumo_ev": -0.51, "spin_multiplicity": 1, "homo_energy_ev": -9.979, "elements": ["O", "O", "O", "O", "O", "O", "H", "H", "H", "H", "H", "H", "H", "H", "H", "H", "H", "H"], "positions_angstrom": [[2.25895, 3.56610, 26.70442], [3.43731, 4.71309, 23.37598], [2.95169, 5.24643, 25.50138], [1.49198, 7.03183, 25.94133], [2.64642, 7.43386, 27.46553], [4.10076, 2.72139, 24.09884], [2.07297, 7.07648, 26.78754], [3.67430, 2.23325, 24.80316], [2.85293, 6.19772, 25.46229], [2.50182, 4.68981, 23.17461], [2.05893, 4.21056, 26.02553], [3.82590, 5.20748, 22.65431], [0.85208, 6.37489, 25.66708], [3.11579, 4.98475, 24.59539], [2.45961, 8.37265, 27.46750], [1.01256, 7.85987, 25.91406], [3.65562, 3.56874, 24.09043], [2.99004, 3.94811, 27.19002]]}



Q.
{"formula": "H12O6", "method": "wB97M-V/def2-TZVPD", "total_charge": 0, "lumo_ev": -0.29, "spin_multiplicity": 1, "homo_energy_ev": -8.204, "elements": ["O", "O", "O", "O", "O", "O", "H", "H", "H", "H", "H", "H", "H", "H", "H", "H", "H", "H"], "positions_angstrom": [[0.06197, -1.85323, 0.79324], [0.17710, 0.03082, 2.12293], [-0.21364, 0.11801, 0.05219], [2.26179, -0.99127, -1.55353], [-2.38887, 0.36183, 0.26483], [1.10343, 1.00477, -1.50233], [-0.11879, -1.04876, 0.30705], [1.55753, -0.38690, -1.31901], [-3.06367, -0.02194, -0.29517], [-0.22711, 0.04689, 1.25541], [3.05402, -0.45427, -1.53786], [-1.11347, 0.08028, -0.27204], [1.74940, 1.20837, -0.82594], [0.25541, 0.63670, -0.60141], [-2.87577, 0.78247, 0.97351], [-0.70700, -1.97501, 1.35011], [0.86127, 1.85603, -1.86693], [-0.37359, 0.60520, 2.65496]]}



Stability ranking, top and bottom: Q is the most stable and P is the least stable.